Arrangement 1

{
  "formula": "C6H15N",
  "method": "wB97M-V/def2-TZVPD",
  "molar_mass_g_mol": 101.19,
  "orbital_gap_ev": 8.3,
  "homo_ha": -0.2851,
  "smiles": "[H]/N=C(\\C)C(C)C.C",
  "lumo_ha": 0.0214,
  "symbols": ["C", "N", "C", "C", "C", "C", "C", "H", "H", "H", "H", "H", "H", "H", "H", "H", "H", "H", "H", "H", "H", "H"],
  "coordinates": [[-4.3230, 0.4513, -0.1296], [-1.0117, -0.0286, 0.0687], [0.2076, -0.4853, -0.1296], [1.4056, 0.0910, 0.6445], [2.7098, -0.0682, -0.1544], [1.1565, 1.5524, 1.0001], [0.4638, -1.5230, -1.1985], [-3.4527, 0.0184, 0.3319], [-5.2079, -0.1775, -0.2352], [-4.6469, 1.2978, 0.4786], [-4.1223, 0.8626, -1.1188], [-0.8835, -0.8938, 0.7498], [1.4846, -0.5399, 1.5232], [3.5281, 0.4187, 0.3732], [2.9949, -1.0968, -0.3547], [2.6210, 0.4717, -1.1056], [0.6010, 2.0253, 0.2033], [2.0940, 2.0772, 1.1304], [0.5960, 1.6652, 1.9201], [1.1777, -1.1949, -1.9422], [0.8957, -2.4182, -0.7633], [-0.4781, -1.7249, -1.6916]],
  "mulliken_charge": [-0.829, -0.586, 0.042, 1.045, -1.667, -1.311, -1.399, 0.114, 0.268, 0.242, 0.216, 0.297, 0.232, 0.413, 0.365, 0.377, 0.341, 0.410, 0.298, 0.383, 0.343, 0.405]
}



Arrangement 2

{
  "formula": "C6H15N",
  "method": "wB97M-V/def2-TZVPD",
  "molar_mass_g_mol": 101.19,
  "orbital_gap_ev": 9.9,
  "homo_ha": -0.3196,
  "smiles": "CCCN(C)CC",
  "lumo_ha": 0.0428,
  "symbols": ["C", "C", "C", "N", "C", "C", "C", "H", "H", "H", "H", "H", "H", "H", "H", "H", "H", "H", "H", "H", "H", "H"],
  "coordinates": [[0.0865, -0.2489, 1.9988], [1.0732, 0.3150, 2.9670], [0.6644, -0.2484, 0.5699], [-0.3578, -0.1072, -0.4897], [0.2672, -0.2939, -1.8105], [-0.8022, -0.8722, -2.7903], [-0.9266, 1.2419, -0.4713], [-0.8794, 0.2586, 1.9772], [-0.3020, -1.2349, 2.3261], [1.5038, 1.2562, 2.6212], [1.9248, -0.3614, 3.1580], [0.6100, 0.5811, 3.9142], [1.1695, -1.1916, 0.3627], [1.4906, 0.4925, 0.5039], [0.6517, 0.6211, -2.2846], [1.1014, -0.9970, -1.6631], [-0.5999, -0.5777, -3.8205], [-1.7505, -0.4884, -2.4345], [-0.7085, -1.9668, -2.6889], [-1.0759, 1.6601, 0.5268], [-0.5242, 1.9356, -1.2141], [-2.0070, 1.2284, -0.7590]],
  "mulliken_charge": [-0.222, -1.256, -0.775, -0.020, -0.514, -0.996, -1.058, 0.302, 0.306, 0.344, 0.294, 0.368, 0.386, 0.250, 0.353, 0.422, 0.333, 0.270, 0.240, 0.321, 0.367, 0.284]
}



Energetically preferred structure: arrangement 2 | next structure: +2.244 eV



Arrangement 1

{
  "formula": "C4H8N4",
  "method": "wB97M-V/def2-TZVPD",
  "molar_mass_g_mol": 112.14,
  "orbital_gap_ev": 8.8,
  "homo_ha": -0.2980,
  "lumo_ha": 0.0262,
  "symbols": ["C", "C", "C", "C", "H", "H", "H", "H", "H", "H", "H", "H", "N", "N", "N", "N"],
  "coordinates": [[-2.5193, 0.0316, -0.1553], [-0.3451, -0.6546, 0.0418], [0.8003, -1.4953, 0.2181], [1.8822, -0.7981, 0.0078], [-2.9916, 0.4695, 0.9547], [-3.3749, -0.5176, -0.5566], [-2.4726, 0.5974, -1.0872], [0.6831, -2.4856, 0.8473], [2.9160, -1.1480, 0.3720], [2.0234, 0.8423, -1.3627], [-0.9074, 2.0416, 0.1727], [0.6992, 2.1948, 1.5233], [-1.5010, -1.0076, 0.0531], [1.6713, 0.4809, -0.3652], [0.3017, 0.6371, -0.2267], [0.1731, 2.1044, 0.3191]],
  "mulliken_charge": [-0.991, 0.568, -0.548, -0.057, 0.232, 0.358, 0.385, 0.245, 0.310, 0.285, 0.285, 0.259, -0.510, -0.510, 0.218, -0.529]
}



Arrangement 2

{
  "formula": "C4H8N4",
  "method": "wB97M-V/def2-TZVPD",
  "molar_mass_g_mol": 112.14,
  "orbital_gap_ev": 9.2,
  "homo_ha": -0.3136,
  "smiles": "C[C@@H]1N=NC=C1NN",
  "lumo_ha": 0.0238,
  "symbols": ["C", "C", "C", "C", "H", "H", "H", "H", "H", "H", "H", "H", "N", "N", "N", "N"],
  "coordinates": [[-0.8675, 1.7384, 0.5648], [-0.8970, 0.5553, -0.4850], [-0.0993, -1.2446, 0.2498], [0.2733, -0.0411, -0.1856], [-1.9187, 2.0581, 0.6560], [-0.6620, 1.1801, 1.6206], [-0.1704, 2.5369, 0.2340], [-1.0702, 0.8814, -1.5402], [0.3079, -2.0502, 0.9267], [1.6659, 1.5528, -0.5950], [2.5278, -0.5777, 1.1214], [2.8528, -0.9332, -0.5828], [-1.9965, -0.3561, -0.2890], [-1.4368, -1.4023, 0.1382], [1.5678, 0.4743, -0.3563], [2.7240, -0.2439, 0.1207]],
  "mulliken_charge": [-1.115, 0.375, -0.463, 0.209, 0.398, 0.234, 0.355, 0.357, 0.358, 0.236, 0.286, 0.268, -0.443, -0.303, -0.128, -0.624]
}



Energetically preferred structure: arrangement 2 | next structure: +2.427 eV



Arrangement 1

{
  "formula": "C4H8N4",
  "method": "wB97M-V/def2-TZVPD",
  "molar_mass_g_mol": 112.14,
  "orbital_gap_ev": 8.7,
  "homo_ha": -0.2910,
  "lumo_ha": 0.0290,
  "symbols": ["C", "C", "C", "C", "H", "H", "H", "H", "H", "H", "H", "H", "N", "N", "N", "N"],
  "coordinates": [[1.9638, -0.9704, 0.0685], [-0.3281, -0.7493, 0.2760], [-2.7236, -0.0140, -0.3632], [-2.7761, 1.1705, 0.0497], [4.0947, 0.5707, 0.8890], [3.8533, 1.1609, -1.1876], [2.5619, -1.6315, 0.8016], [-0.4574, 0.3381, 1.1052], [-1.8544, -1.8616, -0.4217], [-3.5365, -0.4894, -0.8865], [-3.6447, 1.8216, 0.2530], [-1.9293, 1.8714, 0.4676], [3.4226, 0.9585, -0.2016], [2.3114, 0.2240, -0.4057], [0.7098, -1.4632, -0.1697], [-1.6672, -0.9362, -0.2745]],
  "mulliken_charge": [0.010, 0.095, 0.258, -0.882, 0.235, 0.262, 0.340, 0.129, 0.237, 0.317, 0.223, 0.175, -0.500, -0.276, -0.483, -0.139]
}



Arrangement 2

{
  "formula": "C4H8N4",
  "method": "wB97M-V/def2-TZVPD",
  "molar_mass_g_mol": 112.14,
  "orbital_gap_ev": 8.1,
  "homo_ha": -0.2781,
  "lumo_ha": 0.0189,
  "symbols": ["C", "C", "C", "C", "N", "N", "N", "N", "H", "H", "H", "H", "H", "H", "H", "H"],
  "coordinates": [[0.0349, -0.2231, 1.8793], [-0.1736, 0.6871, 0.4997], [-0.1700, 2.1714, 0.7150], [-0.1620, -1.7866, -2.1134], [1.0789, -0.0642, 0.7956], [1.1072, -0.9923, -0.1599], [-0.7089, 0.2437, -0.7728], [0.0160, -0.8295, -0.9923], [0.2933, 0.2260, 2.8344], [-0.3687, -1.2103, 1.8786], [0.7311, 2.2614, 1.3480], [-1.0093, 2.5399, 1.2755], [-0.0192, 2.7738, -0.1397], [0.7250, -2.5023, -2.0654], [-1.2170, -2.1099, -1.9944], [-0.1578, -1.1851, -2.9882]],
  "mulliken_charge": [-0.574, 0.968, -1.252, -0.759, -0.185, -0.675, -0.879, 0.914, 0.248, 0.316, 0.335, 0.252, 0.374, 0.311, 0.292, 0.314]
}



Energetically preferred structure: arrangement 2 | next structure: +1.317 eV



Arrangement 1

{
  "formula": "C4H8N4",
  "method": "wB97M-V/def2-TZVPD",
  "molar_mass_g_mol": 112.14,
  "orbital_gap_ev": 10.0,
  "homo_ha": -0.3436,
  "smiles": "[H]/N=C(/C(N)=N\\[H])N1CC1",
  "lumo_ha": 0.0232,
  "symbols": ["C", "C", "C", "C", "H", "H", "H", "H", "H", "H", "H", "H", "N", "N", "N", "N"],
  "coordinates": [[-0.2979, -1.4825, -0.2104], [0.7113, -0.4367, -0.1233], [-0.7685, 1.3944, 0.5819], [0.6613, 1.8619, 0.5389], [-0.8370, -0.2360, -1.6390], [-1.7056, -1.7926, -1.5408], [0.2356, -2.8680, 1.0011], [2.6088, -0.0244, -0.0277], [-1.2722, 0.4396, 1.1862], [-1.6380, 2.1341, 0.1889], [0.6489, 2.8926, -0.1059], [1.2968, 1.6308, 1.4515], [-1.3076, -0.9282, -1.0747], [-0.5216, -2.6901, 0.2205], [1.9004, -0.7290, 0.0529], [0.2853, 0.8341, -0.4999]],
  "mulliken_charge": [0.213, 0.543, -0.385, -0.278, 0.297, 0.285, 0.274, 0.278, 0.233, 0.208, 0.215, 0.339, -0.482, -0.757, -0.622, -0.362]
}



Arrangement 2

{
  "formula": "C4H8N4",
  "method": "wB97M-V/def2-TZVPD",
  "molar_mass_g_mol": 112.14,
  "orbital_gap_ev": 9.1,
  "homo_ha": -0.3058,
  "smiles": "[H]/N=c1/ccn(N)n1C",
  "lumo_ha": 0.0297,
  "symbols": ["C", "C", "C", "C", "H", "H", "H", "H", "H", "H", "H", "H", "N", "N", "N", "N"],
  "coordinates": [[0.4853, 1.7183, 0.4174], [-0.7998, -1.5586, 0.3751], [0.5019, -1.8354, 0.1616], [1.1758, -0.5792, -0.1772], [0.5819, 1.6925, 1.5196], [1.3802, 2.0624, -0.0824], [-0.3059, 2.4070, 0.0087], [-2.4848, 1.0209, -0.3079], [-1.9522, -0.1559, -1.4848], [-1.6869, -2.2073, 0.5565], [0.9583, -2.8289, 0.1967], [2.7663, 0.4625, -0.5369], [0.1792, 0.3965, -0.1609], [-1.0579, -0.1796, 0.3074], [-2.1594, 0.0458, -0.4698], [2.4181, -0.4610, -0.3232]],
  "mulliken_charge": [-0.944, -0.312, -0.486, 0.627, 0.290, 0.373, 0.297, 0.255, 0.258, 0.365, 0.395, 0.231, 0.043, 0.055, -0.690, -0.756]
}



Energetically preferred structure: arrangement 2 | next structure: +1.407 eV